Entry from OMol25: C34H69BrF3GaO30P as an isolated structure in a non-equilibrium geometry (wB97M-V/def2-TZVPD).

Geometry as ORCA input:
```
! RIJCOSX wB97M-V def2-TZVPD def2/J DEFGRID3
* xyz -1 1
C -1.144 -0.520 1.460
C -2.404 0.533 1.151
Br -1.602 2.275 0.501
C -3.422 -0.051 0.003
Ga -5.004 -1.089 0.834
C -4.888 -3.039 0.158
C -5.308 -4.013 1.417
C -4.117 -3.976 2.544
F -2.842 -3.372 2.091
F -3.815 -5.403 2.912
F -4.571 -3.228 3.769
C -6.880 -0.375 0.342
P -7.736 0.662 1.699
O -7.370 2.225 1.559
O -7.442 0.106 3.335
O -9.483 0.496 1.430
H -0.147 0.094 1.615
H -1.041 -1.341 0.613
H -1.375 -1.068 2.468
H -2.943 0.726 2.171
H -2.803 -0.789 -0.696
H -3.752 0.839 -0.718
H -4.842 -1.017 2.421
H -5.635 -3.120 -0.767
H -3.811 -3.251 -0.278
H -6.293 -3.530 1.886
H -5.583 -5.112 1.050
H -7.567 -1.316 0.091
H -6.803 0.291 -0.639
H -6.457 -0.016 3.490
H -9.778 1.269 0.843
C 4.222 0.639 4.820
O 3.462 0.158 3.714
C 4.130 -0.708 2.911
O 5.282 -1.084 3.063
O 3.295 -1.082 1.909
C 3.869 -2.000 0.979
H 3.590 1.323 5.393
H 4.518 -0.187 5.474
H 5.101 1.192 4.473
H 4.150 -2.932 1.480
H 4.734 -1.552 0.479
H 3.114 -2.230 0.222
C -1.672 -7.355 9.128
O -1.684 -7.701 7.744
C -1.577 -6.641 6.903
O -1.476 -5.470 7.233
O -1.602 -7.111 5.630
C -1.497 -6.100 4.629
H -1.763 -8.277 9.708
H -0.727 -6.871 9.396
H -2.521 -6.709 9.372
H -0.545 -5.567 4.718
H -2.340 -5.404 4.694
H -1.528 -6.588 3.651
C -7.792 4.979 -0.303
O -8.761 5.655 -1.101
C -9.376 4.868 -2.019
O -9.167 3.678 -2.199
O -10.265 5.633 -2.702
C -10.991 4.931 -3.709
H -7.364 5.703 0.396
H -8.261 4.177 0.277
H -6.984 4.585 -0.928
H -11.588 4.127 -3.265
H -10.311 4.535 -4.470
H -11.671 5.639 -4.190
C -10.465 0.056 8.946
O -10.478 -0.290 7.562
C -10.371 0.769 6.721
O -10.269 1.940 7.051
O -10.396 0.300 5.448
C -10.291 1.311 4.447
H -10.557 -0.866 9.526
H -9.520 0.540 9.214
H -11.315 0.702 9.190
H -9.339 1.844 4.536
H -11.134 2.007 4.512
H -10.322 0.823 3.469
C 2.135 -7.022 0.523
O 2.122 -7.368 -0.861
C 2.229 -6.309 -1.702
O 2.331 -5.138 -1.372
O 2.204 -6.779 -2.975
C 2.309 -5.768 -3.976
H 2.043 -7.945 1.103
H 3.080 -6.539 0.791
H 1.285 -6.376 0.767
H 3.261 -5.234 -3.887
H 1.466 -5.072 -3.911
H 2.278 -6.256 -4.954
C 2.435 2.756 -0.041
O 2.422 2.410 -1.424
C 2.529 3.469 -2.266
O 2.631 4.640 -1.935
O 2.504 2.999 -3.539
C 2.609 4.010 -4.539
H 2.343 1.833 0.539
H 3.380 3.239 0.228
H 1.585 3.402 0.203
H 3.561 4.544 -4.451
H 1.766 4.706 -4.475
H 2.578 3.522 -5.517
C 5.548 3.354 -9.135
O 4.470 3.977 -8.439
C 3.730 4.823 -9.200
O 3.915 5.075 -10.380
O 2.748 5.340 -8.419
C 1.884 6.255 -9.091
H 6.071 2.700 -8.431
H 5.172 2.741 -9.960
H 6.257 4.104 -9.499
H 1.362 5.758 -9.915
H 2.447 7.121 -9.454
H 1.138 6.605 -8.373
C 9.279 -1.124 -3.356
O 8.135 -1.156 -2.505
C 8.235 -0.368 -1.405
O 9.191 0.332 -1.109
O 7.088 -0.494 -0.692
C 7.051 0.285 0.503
H 9.089 -1.789 -4.203
H 9.444 -0.113 -3.743
H 10.165 -1.486 -2.826
H 7.127 1.352 0.270
H 7.848 -0.021 1.188
H 6.090 0.107 0.993
C 14.969 3.800 -3.245
O 13.631 4.088 -2.844
C 12.730 3.128 -3.173
O 12.976 2.086 -3.761
O 11.510 3.528 -2.736
C 10.456 2.608 -3.015
H 15.602 4.634 -2.931
H 15.331 2.890 -2.757
H 15.034 3.709 -4.334
H 10.638 1.650 -2.518
H 10.341 2.469 -4.095
H 9.527 3.029 -2.622
*
```

Its LUMO energy is 0.0547 Eh. As for the calculated total energy: -237661.478 eV. For the HOMO-LUMO gap, the calculation gives 7.2516 eV.

Results of the Mulliken charge analysis, in e, for atoms 1 through 4: -0.609, -0.059, -0.270, -0.615

=====

Entry from OMol25: a 11-piece molecular cluster, C34H69N3O8S5 overall in a non-equilibrium geometry (wB97M-V/def2-TZVPD).

Geometry as ORCA input:
```
! RIJCOSX wB97M-V def2-TZVPD def2/J DEFGRID3
* xyz 0 1
C -1.359 1.279 -5.229
C -0.209 0.585 -4.560
C 0.957 1.538 -4.677
O 0.524 2.516 -5.593
C -0.869 2.752 -5.480
H -2.247 1.275 -4.598
H -1.716 0.877 -6.177
H 0.117 -0.296 -5.113
H -0.496 0.437 -3.519
H 1.868 1.142 -5.126
H 1.200 1.964 -3.704
H -1.378 3.109 -6.375
H -1.054 3.456 -4.668
C 0.965 -4.451 -3.746
C -0.127 -4.988 -3.017
C -1.106 -5.548 -4.024
O -0.542 -5.193 -5.254
C 0.420 -4.185 -5.101
H 1.825 -5.120 -3.788
H 1.424 -3.560 -3.318
H -0.630 -4.147 -2.539
H 0.173 -5.713 -2.261
H -2.101 -5.111 -3.939
H -1.060 -6.637 -4.029
H -0.069 -3.216 -5.201
H 1.195 -4.340 -5.851
C -5.965 0.308 -1.606
C -4.892 -0.521 -0.858
C -3.595 0.276 -1.234
O -4.002 1.497 -1.796
C -5.409 1.734 -1.496
H -7.000 0.234 -1.273
H -5.925 -0.002 -2.650
H -4.846 -1.541 -1.241
H -4.910 -0.630 0.226
H -2.992 -0.175 -2.022
H -2.902 0.392 -0.401
H -5.825 2.424 -2.231
H -5.574 2.177 -0.514
C 1.729 -2.465 4.085
S 1.718 -4.168 3.414
O 1.821 -4.063 1.871
C 3.437 -4.509 4.100
H 0.769 -2.074 3.750
H 2.509 -1.821 3.679
H 1.785 -2.503 5.173
H 4.066 -3.751 3.633
H 3.851 -5.463 3.774
H 3.326 -4.292 5.163
C 2.908 4.286 2.004
S 1.455 5.301 2.542
O 2.008 6.679 2.312
C 0.338 5.065 1.103
H 2.815 3.260 2.362
H 3.754 4.810 2.448
H 3.197 4.261 0.954
H 0.136 3.999 0.996
H 0.817 5.421 0.191
H -0.607 5.582 1.266
C 3.091 4.738 -3.279
S 2.755 3.939 -1.662
O 1.267 3.667 -1.729
C 3.619 2.367 -2.013
H 4.120 5.078 -3.398
H 2.488 5.611 -3.527
H 2.900 3.982 -4.041
H 4.260 2.273 -2.890
H 2.913 1.575 -2.262
H 4.248 2.115 -1.159
C -0.822 2.009 5.598
S 0.292 1.298 4.311
O 0.000 2.183 3.077
C 1.835 2.113 5.074
H -0.745 1.343 6.458
H -1.861 1.861 5.306
H -0.608 3.050 5.837
H 1.812 3.203 5.094
H 2.714 1.779 4.523
H 1.869 1.750 6.101
C -0.021 -1.001 1.056
S 0.657 -0.746 -0.612
O -0.362 -1.400 -1.573
C 0.310 1.122 -0.704
H 0.435 -0.317 1.772
H 0.085 -2.033 1.390
H -1.094 -0.811 1.059
H 0.413 1.463 -1.734
H 1.114 1.619 -0.162
H -0.671 1.441 -0.351
N -2.625 1.584 2.423
C -3.910 2.140 2.207
C -4.742 1.190 2.742
C -4.054 0.183 3.391
C -2.677 0.429 3.151
H -1.830 2.071 2.034
H -4.037 3.054 1.646
H -5.819 1.185 2.663
H -4.525 -0.624 3.933
H -1.784 -0.090 3.468
N -1.490 -3.729 -0.108
C -0.991 -4.848 0.495
C -2.024 -5.363 1.280
C -3.100 -4.517 1.176
C -2.789 -3.503 0.245
H -0.915 -3.084 -0.631
H 0.043 -5.086 0.294
H -1.897 -6.249 1.885
H -4.031 -4.696 1.693
H -3.340 -2.632 -0.081
N 5.415 0.175 2.799
C 4.925 -1.072 2.482
C 4.056 -0.991 1.379
C 3.882 0.354 1.137
C 4.731 1.075 1.931
H 6.040 0.353 3.573
H 5.238 -1.946 3.033
H 3.458 -1.768 0.927
H 3.249 0.840 0.410
H 4.835 2.146 2.023
*
```

Its LUMO energy is -0.0043 Eh. As for the calculated total energy: -111395.162 eV. For the HOMO-LUMO gap, the calculation gives 7.3162 eV.

Results of the Mulliken charge analysis, in e, for atoms 1 through 4: -0.502, 0.666, 0.238, -0.512

=====

Entry from OMol25: a 15-piece molecular cluster, C34H70B3Br28O5P overall in a non-equilibrium geometry (wB97M-V/def2-TZVPD).

Geometry as ORCA input:
```
! RIJCOSX wB97M-V def2-TZVPD def2/J DEFGRID3
* xyz 0 1
C -0.292 -4.807 -2.656
C -1.368 -5.379 -3.624
P -2.500 -4.005 -4.132
C -1.977 -3.534 -5.841
B -4.227 -4.817 -4.265
O -4.489 -6.185 -4.275
B -5.602 -6.620 -3.584
O -6.418 -5.715 -2.923
B -6.111 -4.370 -3.045
C -6.539 -3.354 -1.909
O -5.390 -2.902 -1.159
C -4.630 -1.858 -1.537
C -4.964 -1.095 -2.789
O -3.684 -1.560 -0.823
O -5.344 -3.986 -4.131
H -0.389 -5.247 -1.664
H 0.712 -4.994 -3.039
H -0.480 -3.741 -2.549
H -1.995 -6.111 -3.106
H -0.927 -5.875 -4.491
H -0.890 -3.665 -5.886
H -2.193 -2.479 -6.012
H -2.415 -4.151 -6.629
H -5.862 -7.777 -3.536
H -7.134 -3.900 -1.174
H -7.166 -2.530 -2.253
H -4.575 -0.083 -2.647
H -4.442 -1.542 -3.639
H -6.030 -1.025 -3.006
Br 1.243 -4.437 0.488
C -0.147 -3.930 1.751
C -0.705 -2.556 1.488
Br 0.485 -1.127 2.067
H 0.284 -4.025 2.743
H -0.934 -4.669 1.624
H -1.617 -2.421 2.065
H -0.919 -2.382 0.437
Br 0.850 -1.430 -2.283
C 0.234 0.313 -1.688
C -1.145 0.611 -2.205
Br -1.149 1.070 -4.100
H 0.977 1.039 -2.000
H 0.218 0.260 -0.602
H -1.559 1.477 -1.692
H -1.811 -0.238 -2.090
Br 0.833 2.553 1.099
C 2.702 3.072 0.951
C 2.925 4.114 -0.107
Br 2.834 3.363 -1.903
H 3.258 2.160 0.751
H 2.980 3.461 1.928
H 3.925 4.528 -0.021
H 2.197 4.918 -0.069
Br 1.284 8.738 -3.689
C 2.953 7.930 -4.277
C 3.343 6.740 -3.443
Br 4.012 7.281 -1.700
H 3.706 8.710 -4.240
H 2.790 7.631 -5.310
H 4.162 6.209 -3.921
H 2.524 6.052 -3.263
Br 6.066 5.708 1.341
C 7.206 4.290 2.031
C 6.448 3.006 2.230
Br 5.290 3.077 3.793
H 7.641 4.667 2.950
H 7.987 4.155 1.286
H 7.136 2.182 2.408
H 5.812 2.761 1.386
Br 8.590 0.007 1.726
C 7.512 -1.590 1.423
C 6.390 -1.346 0.453
Br 4.936 -0.346 1.274
H 7.154 -1.910 2.396
H 8.199 -2.330 1.024
H 5.955 -2.295 0.146
H 6.708 -0.789 -0.421
Br 9.664 8.092 3.015
C 8.977 9.541 1.913
C 7.993 9.047 0.888
Br 8.870 8.118 -0.575
H 9.838 10.022 1.460
H 8.492 10.230 2.601
H 7.466 9.883 0.433
H 7.277 8.349 1.310
Br -9.605 -1.691 0.461
C -9.802 -0.193 -0.765
C -10.603 -0.573 -1.983
Br -9.574 -1.681 -3.205
H -8.801 0.139 -1.018
H -10.314 0.584 -0.203
H -10.882 0.313 -2.548
H -11.492 -1.140 -1.729
Br -7.553 -5.389 1.150
C -6.863 -3.913 2.213
C -5.377 -3.740 2.032
Br -4.371 -5.111 2.981
H -7.142 -4.115 3.243
H -7.389 -3.028 1.860
H -5.055 -2.791 2.456
H -5.076 -3.792 0.992
Br -9.799 -3.125 4.708
C -9.101 -1.646 5.762
C -7.617 -1.480 5.581
Br -6.610 -2.845 6.535
H -9.373 -1.841 6.794
H -9.622 -0.759 5.409
H -7.290 -0.532 5.997
H -7.317 -1.540 4.540
Br -8.786 1.857 7.929
C -6.895 2.253 8.157
C -6.350 3.076 7.020
Br -6.148 2.007 5.412
H -6.391 1.296 8.247
H -6.814 2.797 9.095
H -5.356 3.444 7.264
H -6.994 3.909 6.760
Br 6.264 10.745 -2.710
C 5.547 12.163 -3.828
C 4.490 11.652 -4.771
Br 5.244 10.622 -6.237
H 6.391 12.608 -4.344
H 5.110 12.891 -3.148
H 3.959 12.481 -5.233
H 3.779 11.004 -4.270
Br 7.960 -5.098 1.274
C 8.590 -6.091 -0.271
C 9.684 -5.348 -0.989
Br 8.987 -3.825 -1.980
H 7.723 -6.266 -0.899
H 8.959 -7.040 0.111
H 10.164 -5.989 -1.723
H 10.428 -4.954 -0.305
Br 4.756 -9.279 1.261
C 3.374 -8.814 2.549
C 2.849 -7.420 2.334
Br 4.107 -6.070 2.937
H 3.814 -8.941 3.533
H 2.581 -9.544 2.405
H 1.943 -7.263 2.916
H 2.645 -7.208 1.290
*
```

Its LUMO energy is 0.0037 Eh. As for the calculated total energy: -2019148.231 eV. For the HOMO-LUMO gap, the calculation gives 8.4147 eV. The calculation puts the energy above the lowest of the compared OMol25 structures with the same formula, charge and spin at 0.0 kcal per mole.

Results of the Mulliken charge analysis, in e, for atoms 1 through 4: -0.397, -0.838, 0.656, -1.334

=====

| no. | E_HOMO (Eh) |
| --- | --- |
| 1 | -0.2118 |
| 2 | -0.2731 |
| 3 | -0.3055 |